Record 1
{
  "formula": "C35H40ClGeN6O2Pt",
  "method": "ωB97M-V/def2-TZVPD",
  "elements": ["Pt", "N", "C", "C", "C", "N", "C", "C", "N", "C", "H", "H", "H", "H", "H", "H", "H", "H", "H", "H", "H", "H", "H", "H", "H", "H", "Cl", "C", "C", "C", "C", "N", "C", "H", "H", "H", "H", "N", "C", "C", "C", "C", "N", "C", "C", "H", "H", "H", "H", "O", "C", "O", "H", "C", "Ge", "C", "C", "C", "C", "C", "C", "C", "C", "C", "C", "C", "C", "C", "C", "C", "C", "H", "H", "H", "H", "H", "H", "H", "H", "H", "H", "H", "H", "H", "H", "H"],
  "coordinates": [[1.053, -0.571, -1.158], [-2.682, -5.230, -1.874], [-1.668, -4.175, -1.467], [-0.348, -4.867, -1.122], [0.681, -3.897, -0.521], [1.232, -2.930, -1.539], [0.067, -3.181, 0.681], [-1.193, -2.414, 0.325], [-0.890, -1.236, -0.571], [-2.234, -3.352, -0.305], [-2.352, -5.793, -2.666], [-3.579, -4.818, -2.150], [-2.874, -5.883, -1.105], [-1.558, -3.556, -2.363], [0.065, -5.383, -1.992], [-0.534, -5.628, -0.357], [1.525, -4.491, -0.173], [0.715, -2.995, -2.414], [2.179, -3.207, -1.789], [0.784, -2.514, 1.153], [-0.187, -3.931, 1.433], [-1.620, -1.995, 1.235], [-1.401, -0.427, -0.200], [-1.306, -1.406, -1.486], [-3.124, -2.794, -0.614], [-2.551, -4.031, 0.493], [4.684, 3.608, -1.758], [4.215, 2.047, -2.257], [4.876, 1.379, -3.282], [4.439, 0.114, -3.642], [3.368, -0.450, -2.981], [2.745, 0.197, -1.980], [3.146, 1.431, -1.628], [5.712, 1.847, -3.787], [4.924, -0.433, -4.439], [2.995, -1.427, -3.250], [2.611, 1.936, -0.836], [5.600, -0.129, 4.658], [4.871, -0.255, 3.779], [3.959, -0.405, 2.686], [2.995, 0.568, 2.428], [2.142, 0.391, 1.361], [2.194, -0.694, 0.568], [3.135, -1.624, 0.806], [4.026, -1.520, 1.850], [2.914, 1.454, 3.044], [1.399, 1.142, 1.122], [3.175, -2.473, 0.140], [4.768, -2.291, 2.009], [0.054, 0.146, -2.820], [-0.286, 1.320, -2.470], [-0.107, 1.736, -1.293], [-0.737, 1.952, -3.239], [-2.170, 3.879, -2.184], [-1.668, 3.108, -0.490], [-0.550, 4.101, 0.682], [-0.848, 4.153, 2.048], [-0.116, 4.986, 2.882], [0.910, 5.762, 2.357], [1.205, 5.721, 0.999], [0.471, 4.901, 0.157], [-2.877, 1.772, 0.177], [-4.152, 1.828, -0.346], [-5.189, 1.009, 0.150], [-4.931, 0.118, 1.150], [-3.633, 0.012, 1.719], [-3.375, -0.868, 2.803], [-2.147, -0.906, 3.405], [-1.108, -0.072, 2.935], [-1.324, 0.771, 1.878], [-2.592, 0.851, 1.242], [-2.811, 4.738, -1.963], [-2.735, 3.197, -2.817], [-1.308, 4.284, -2.716], [-1.668, 3.578, 2.463], [-0.361, 5.049, 3.934], [1.469, 6.423, 3.006], [1.985, 6.352, 0.594], [0.684, 4.907, -0.907], [-4.392, 2.523, -1.143], [-6.186, 1.105, -0.257], [-5.727, -0.502, 1.546], [-4.185, -1.480, 3.180], [-1.982, -1.547, 4.261], [-0.155, -0.070, 3.452], [-0.551, 1.457, 1.558]],
  "lowdin_charge": [1.42, 0.25, -0.27, -0.08, -0.30, 0.04, -0.10, -0.28, 0.01, -0.07, 0.19, 0.19, 0.19, 0.16, 0.14, 0.15, 0.16, 0.10, 0.11, 0.10, 0.15, 0.11, 0.07, 0.10, 0.14, 0.15, 0.82, -0.62, 0.00, 0.02, -0.09, -0.13, -0.13, 0.14, 0.14, 0.11, 0.10, 0.27, -0.12, -0.15, 0.06, -0.11, -0.12, -0.09, 0.06, 0.15, 0.10, 0.11, 0.15, -0.13, -0.40, -0.14, 0.16, -0.17, 1.14, -0.32, -0.10, -0.04, -0.03, -0.05, -0.10, -0.23, -0.07, -0.02, 0.01, -0.16, -0.01, -0.05, -0.06, -0.09, -0.21, 0.07, 0.04, 0.05, 0.11, 0.12, 0.13, 0.12, 0.10, 0.11, 0.13, 0.13, 0.13, 0.13, 0.11, 0.07],
  "e_homo_ev": [-18.10, -18.10],
  "s2": 0.75,
  "e_above_lowest_kj_mol": 0.0,
  "total_charge": 4,
  "spin_multiplicity": 2
}


Record 2
{
  "formula": "C4H13BF4LiNO2",
  "method": "ωB97M-V/def2-TZVPD",
  "elements": ["Li", "B", "F", "F", "F", "F", "O", "H", "H", "C", "C", "C", "O", "C", "N", "H", "H", "H", "H", "H", "H", "H", "H", "H", "H", "H"],
  "coordinates": [[-20.016, -5.402, -8.575], [-19.638, -6.461, -7.141], [-18.726, -7.174, -6.501], [-19.168, -5.134, -7.269], [-19.873, -6.911, -8.390], [-20.845, -6.444, -6.429], [-21.416, -5.505, -8.740], [-21.858, -6.300, -8.443], [-22.124, -4.935, -9.041], [-17.395, -4.852, -9.402], [-18.686, -4.141, -9.673], [-19.720, -4.854, -10.615], [-19.789, -6.218, -10.174], [-20.502, -7.087, -11.053], [-19.353, -3.773, -8.400], [-16.979, -5.113, -10.375], [-17.516, -5.791, -8.862], [-16.623, -4.302, -8.863], [-18.300, -3.234, -10.137], [-19.415, -4.802, -11.661], [-20.728, -4.446, -10.546], [-21.363, -6.556, -11.461], [-20.803, -8.028, -10.594], [-19.810, -7.390, -11.839], [-20.079, -3.151, -8.723], [-18.762, -3.104, -7.927]],
  "lowdin_charge": [0.48, -1.38, 0.24, 0.02, 0.10, 0.14, -0.06, 0.11, 0.11, -0.04, -0.36, -0.14, -0.31, -0.04, -0.04, 0.09, 0.09, 0.10, 0.13, 0.13, 0.12, 0.09, 0.10, 0.10, 0.09, 0.12],
  "e_homo_ev": -8.35,
  "e_above_lowest_kj_mol": 879.1
}


Record 3
{
  "formula": "C3H5NO2S",
  "method": "ωB97M-V/def2-TZVPD",
  "elements": ["C", "C", "C", "N", "O", "O", "S", "H", "H", "H", "H", "H"],
  "coordinates": [[-0.314, -0.076, -0.397], [0.154, -0.526, 0.944], [0.960, 0.719, -0.501], [1.275, 0.466, 0.969], [3.611, 0.762, 0.045], [2.396, -1.417, -0.326], [2.449, -0.006, -0.137], [-0.268, -0.894, -0.987], [-1.290, 0.489, -0.367], [-0.561, -0.306, 1.794], [0.471, -1.532, 0.913], [0.810, 2.118, -0.670]],
  "lowdin_charge": [-0.16, -0.21, -0.32, -0.12, -0.24, -0.27, 0.65, 0.07, 0.15, 0.14, 0.09, 0.22],
  "e_homo_ev": -9.98,
  "e_above_lowest_kj_mol": 505.6
}


Values of F_max, in order: 0.6; 10.4; 7.8, all in eV/A.
Values of calculated total energy, in order: -122228.0986; -21695.2128; -19607.2706, all in eV.